[1]
{"formula": "C6H14O", "method": "ωB97M-V/def2-TZVPD", "total_charge": 0, "e_lumo_ev": 0.68, "homo_lumo_gap_ev": 9.26, "energy_ha": -312.20993, "multiplicity": 1, "elements": ["O", "C", "C", "C", "C", "C", "C", "H", "H", "H", "H", "H", "H", "H", "H", "H", "H", "H", "H", "H", "H"], "positions_angstrom": [[3.399940, -2.235829, 2.917900], [-0.453853, 0.610503, -0.619636], [-2.829723, 1.358409, -0.494684], [0.640933, -0.170733, -1.288456], [-1.744325, 0.592215, -1.138641], [0.836717, -1.573812, -0.664484], [-0.007121, 1.371006, 0.623437], [-2.415705, 2.219209, 0.056880], [1.225801, -1.519853, 0.366202], [0.313872, -0.524614, -2.285067], [0.586683, 2.244681, 0.306113], [-0.138679, -2.088457, -0.645824], [-0.840008, 1.722470, 1.255411], [-3.468181, 1.737359, -1.310384], [0.636463, 0.708327, 1.226138], [4.082683, -1.527248, 2.922876], [-2.088616, -0.087296, -1.929425], [1.608743, 0.350955, -1.417460], [2.571829, -1.784345, 3.198340], [1.537027, -2.169167, -1.274177], [-3.454479, 0.766218, 0.194941]], "atomic_forces_ev_per_a": [[-0.2, 1.2, 0.3], [-2.0, 0.0, -1.3], [-0.6, 0.8, 0.0], [-0.2, -1.7, -1.0], [2.7, -0.5, 1.9], [0.3, 0.1, 0.7], [-0.4, 0.0, -0.4], [-0.4, -0.3, -0.2], [-0.1, -0.2, -0.3], [0.0, 1.0, 0.0], [-0.1, -0.2, 0.3], [0.4, 0.2, 0.0], [0.4, -0.2, -0.3], [-0.1, 0.1, 0.5], [-0.2, 0.3, -0.2], [-0.8, -0.7, 0.0], [0.8, 0.3, 0.0], [-0.5, 0.0, 0.3], [0.9, -0.5, -0.3], [-0.2, 0.2, 0.3], [0.2, 0.1, -0.3]]}

[2]
{"formula": "C6H14O", "method": "ωB97M-V/def2-TZVPD", "total_charge": 0, "e_lumo_ev": 0.94, "homo_lumo_gap_ev": 10.42, "energy_ha": -312.21290, "multiplicity": 1, "elements": ["O", "C", "C", "C", "C", "C", "C", "H", "H", "H", "H", "H", "H", "H", "H", "H", "H", "H", "H", "H", "H"], "positions_angstrom": [[-1.707109, 1.483198, 1.823569], [0.085646, 0.085051, 1.237129], [-2.263843, -0.584185, 0.682333], [-1.276530, 0.570831, 0.817780], [1.404197, 1.582955, -0.316275], [1.449034, -1.789261, -1.952967], [1.244657, 0.519995, 0.743745], [1.524660, -2.875107, -2.043624], [0.942212, -1.532402, -1.020116], [2.455732, 1.844622, -0.462289], [2.453944, -1.357699, -1.956904], [2.161450, 0.089012, 1.145048], [0.871978, 2.495065, -0.029036], [0.884810, -1.391933, -2.800555], [-1.200805, 1.090410, -0.150472], [-2.588398, 1.787184, 1.572123], [-1.937223, -1.298030, -0.081539], [0.089585, -0.655640, 2.038110], [-2.346304, -1.105318, 1.642469], [1.011630, 1.259293, -1.287832], [-3.259324, -0.218041, 0.399303]], "atomic_forces_ev_per_a": [[-0.3, 0.2, 0.0], [0.2, 0.1, 0.0], [0.0, 0.0, 0.0], [0.2, -0.2, -0.2], [0.0, 0.0, 0.0], [0.0, 0.0, 0.0], [-0.2, -0.1, 0.1], [0.0, 0.1, 0.0], [0.1, 0.0, -0.2], [-0.1, -0.1, 0.0], [-0.2, -0.1, 0.0], [-0.1, 0.1, -0.1], [0.0, -0.1, -0.1], [0.1, -0.1, 0.1], [0.0, 0.0, 0.2], [0.1, 0.0, 0.1], [0.0, 0.1, 0.1], [0.0, 0.1, -0.1], [0.0, 0.0, -0.1], [0.0, 0.0, 0.1], [0.2, 0.0, 0.0]]}

[3]
{"formula": "C6H14O", "method": "ωB97M-V/def2-TZVPD", "total_charge": 0, "e_lumo_ev": 0.97, "homo_lumo_gap_ev": 11.19, "energy_ha": -312.24429, "multiplicity": 1, "elements": ["O", "C", "C", "C", "C", "C", "C", "H", "H", "H", "H", "H", "H", "H", "H", "H", "H", "H", "H", "H", "H"], "positions_angstrom": [[-1.650460, 0.201943, -1.359900], [-0.795010, -0.773669, -0.774490], [-0.365047, -0.257513, 0.592309], [0.486576, 1.039434, 0.640225], [1.088035, 1.461217, -0.702745], [1.576162, 0.886088, 1.704510], [-1.518646, -2.111388, -0.649531], [0.181793, -1.077027, 1.080922], [2.279005, 0.093626, 1.415336], [1.649644, 2.395829, -0.587334], [-0.172687, 1.858059, 0.955485], [-1.276670, -0.106595, 1.185940], [1.780353, 0.706532, -1.097242], [0.102657, -0.906790, -1.400923], [-1.809527, -2.493997, -1.635287], [0.297015, 1.623110, -1.440238], [2.147734, 1.811144, 1.839761], [-1.880653, -0.102871, -2.247051], [1.146123, 0.607994, 2.674296], [-0.886101, -2.866996, -0.169632], [-2.427222, -1.985377, -0.050648]], "atomic_forces_ev_per_a": [[-0.1, 0.0, -0.3], [0.2, -0.2, 0.2], [-0.1, 0.0, 0.0], [0.0, 0.0, 0.0], [0.0, 0.0, 0.0], [0.0, 0.0, 0.1], [0.0, 0.0, 0.0], [0.0, 0.2, -0.1], [-0.1, 0.1, 0.0], [-0.1, -0.2, 0.0], [0.0, -0.1, -0.1], [0.1, -0.1, -0.1], [-0.1, 0.1, 0.1], [-0.2, 0.0, 0.1], [0.0, 0.1, 0.1], [0.2, 0.0, 0.1], [-0.1, -0.1, 0.0], [0.0, 0.1, 0.2], [0.1, 0.1, -0.1], [-0.1, 0.1, -0.1], [0.1, 0.0, -0.1]]}

[4]
{"formula": "C6H14O", "method": "ωB97M-V/def2-TZVPD", "total_charge": 0, "e_lumo_ev": 0.92, "homo_lumo_gap_ev": 11.08, "energy_ha": -312.22087, "multiplicity": 1, "elements": ["O", "C", "C", "C", "C", "C", "C", "H", "H", "H", "H", "H", "H", "H", "H", "H", "H", "H", "H", "H", "H"], "positions_angstrom": [[3.561258, -0.562791, -0.109477], [-1.241336, -1.305533, 0.644570], [-0.247550, -0.311089, -0.030264], [2.200308, -0.658688, -0.479088], [-2.110878, 1.352738, -0.605211], [1.158135, -0.402109, 0.618904], [-0.735537, 1.130621, 0.044464], [-1.633100, -0.839254, 1.539181], [-2.239153, 0.867698, -1.571766], [-2.290134, 2.419939, -0.771278], [-0.000096, 1.896080, -0.203343], [-0.917668, 1.356039, 1.109645], [-0.211596, -0.525642, -1.105001], [-0.684453, -2.234763, 0.748518], [-2.928915, 1.052712, 0.049998], [3.717059, 0.391258, -0.062897], [1.418496, 0.607442, 0.974212], [1.217009, -1.034077, 1.500153], [1.998436, -1.665880, -0.860618], [1.948726, 0.009758, -1.308188], [-1.979006, -1.544450, -0.122508]], "atomic_forces_ev_per_a": [[-0.4, 0.6, 0.0], [1.1, 0.5, -2.0], [0.2, 0.1, 0.6], [-1.0, -1.1, 0.0], [0.1, 0.7, -0.1], [0.5, 1.5, -0.7], [-1.4, 0.2, 1.3], [-0.2, -0.5, 0.3], [0.1, -0.2, 0.0], [0.1, 0.0, 0.0], [0.2, -0.3, -0.7], [0.2, -0.1, 0.0], [0.3, -0.4, 0.1], [-0.2, -0.1, 0.8], [0.1, -0.3, 0.0], [0.4, -0.3, 0.2], [-0.2, -0.1, 0.3], [0.0, -0.5, -0.2], [0.5, 0.0, 0.0], [0.2, 0.2, 0.0], [-0.6, 0.2, 0.5]]}

- What is the formula in the first record?
  C6H14O